A:
Formula: C6H16N3
Source: the OMol25 dataset
Level of theory: the ωB97M-V functional and the def2-TZVPD basis

```
25
Properties=species:S:1:pos:R:3
C 0.946 -1.243 -0.859
C 1.928 -0.555 0.179
C -1.018 -0.041 -0.455
C -0.749 -2.279 0.454
C -2.826 1.492 -0.014
C 1.999 1.964 -0.017
N -0.382 -1.201 -0.454
N -2.242 0.142 -0.086
N 1.432 0.772 0.586
H 1.141 -0.887 -1.884
H 1.263 -2.309 -0.916
H 1.974 -1.114 1.214
H 2.937 -0.411 -0.194
H -0.486 0.826 -0.915
H -1.753 -2.125 0.722
H -0.521 -3.394 0.050
H -0.082 -2.010 1.270
H -1.973 2.171 -0.293
H -3.764 1.610 -0.693
H -3.264 1.681 0.915
H 3.007 2.142 0.347
H 2.038 1.715 -1.024
H 1.322 2.775 0.074
H -2.694 -0.650 0.367
H 1.765 0.926 1.626
```

Output
Charge: +1
SMILES: CNCCN(C)/C=[NH+]/C

B:
Formula: C6H16N3
Source: the OMol25 dataset
Level of theory: the ωB97M-V functional and the def2-TZVPD basis

```
25
Properties=species:S:1:pos:R:3
C 0.694 0.430 -0.982
C 0.833 1.101 -2.355
C 0.547 1.798 1.063
C 0.492 -2.114 -0.756
C -0.218 -0.747 1.758
C -2.174 -0.151 0.412
N -0.201 1.061 0.086
N -0.096 -0.788 -0.945
N -0.680 -0.233 0.453
H 1.741 0.340 -0.452
H 1.206 2.092 -2.116
H -0.076 1.144 -2.882
H 1.694 0.491 -2.901
H 0.794 2.878 0.747
H 0.041 1.823 2.055
H 1.674 1.502 1.252
H -0.248 -2.879 -0.285
H 0.894 -2.242 -1.823
H 1.419 -2.001 -0.124
H 0.843 -0.894 1.877
H -0.468 -0.007 2.653
H -0.672 -1.619 2.228
H -2.789 -0.955 0.805
H -2.581 0.755 0.907
H -2.679 0.073 -0.637
```

Output
Charge: +1
SMILES: CC1N(C)[N+](C)(C)N1C

A ends up most stable, edging out the next structure by 3.447 eV.